C90H201N3O2P4 as an isolated structure in a non-equilibrium geometry. Source: OMol25; level of theory: the ωB97M-V functional and the def2-TZVPD basis.

As for the LUMO energy: -7.888 eV. As for the total charge: +6. The HOMO energy comes out at -0.4924 hartree. The spin multiplicity is 1. The value obtained for the molar mass is 1481.51 g/mol.

Each line ends with the Mulliken charge.
Atoms and positions in Å:
C: 9.4426 7.3923 -8.1594  -1.268
C: 8.9029 6.0344 -7.5872  -0.195
C: 7.6585 5.6858 -8.4168  -0.827
N: 6.9580 4.3446 -8.0069  0.159
C: 7.8516 3.0998 -8.2218  -0.992
C: 6.5172 4.3708 -6.6041  -0.677
C: 5.3599 3.2511 -6.5105  -0.631
C: 4.9057 3.0978 -7.9939  -0.681
C: 5.6302 4.1966 -8.7484  -0.609
H: 10.2971 7.6302 -7.4891  0.374
H: 8.6880 8.1569 -8.0054  0.353
H: 9.7196 7.2987 -9.2198  0.356
H: 8.7398 6.1992 -6.5563  0.369
H: 9.6868 5.2660 -7.7317  0.300
H: 7.9581 5.5309 -9.4706  0.394
H: 6.8359 6.4365 -8.4186  0.326
H: 7.9512 3.0323 -9.2852  0.365
H: 7.2508 2.2806 -7.9119  0.486
H: 8.8239 3.1109 -7.6143  0.295
H: 7.2287 3.9641 -5.9056  0.319
H: 6.0891 5.2813 -6.2265  0.487
H: 5.8791 2.3545 -6.1592  0.321
H: 4.5769 3.5645 -5.8043  0.367
H: 5.1188 2.0708 -8.3693  0.297
H: 3.8174 3.1901 -8.1221  0.388
H: 5.8510 3.9186 -9.7515  0.457
H: 5.1318 5.1406 -8.6805  0.468
C: 0.0923 10.5812 -1.2330  -1.498
C: -0.5974 9.7282 -0.1910  -0.073
C: -0.1502 10.2630 1.1885  -0.719
N: -0.5664 9.4969 2.4609  0.004
C: 0.2622 10.0471 3.5619  -0.978
C: -0.4593 7.9633 2.3531  -0.271
C: -1.4302 7.4819 3.4134  -0.310
C: -2.4672 8.6366 3.7351  -0.711
C: -2.0431 9.7011 2.7070  -0.503
H: -0.2462 11.6126 -1.2191  0.384
H: -0.1160 10.1923 -2.2138  0.398
H: 1.1769 10.5114 -1.1671  0.371
H: -0.3567 8.6562 -0.2057  0.219
H: -1.6539 9.6181 -0.2920  0.410
H: -0.4217 11.3557 1.4033  0.371
H: 0.9225 10.2581 1.1604  0.460
H: 1.2951 9.7534 3.4553  0.350
H: -0.0715 9.6124 4.4840  0.455
H: 0.0456 11.0974 3.6379  0.406
H: 0.6056 7.5976 2.4294  0.385
H: -0.7272 7.7411 1.3265  -0.087
H: -0.8479 7.2205 4.3191  0.292
H: -1.9594 6.5610 3.0295  0.202
H: -2.3731 9.0494 4.7101  0.331
H: -3.5231 8.3142 3.5554  0.352
H: -2.0990 10.7797 3.0100  0.441
H: -2.4723 9.5721 1.7005  0.325
C: -9.9790 2.4406 0.7246  -1.354
C: -9.5984 3.8567 0.9421  -0.209
C: -8.7833 4.4336 -0.2337  -0.244
N: -8.4761 5.9014 -0.1233  0.360
C: -9.7807 6.6603 -0.3052  -0.999
C: -7.5004 6.2972 -1.2184  0.362
C: -7.0006 7.6749 -0.8492  -0.814
C: -7.0313 7.5837 0.7662  -0.430
C: -7.7426 6.2892 1.1761  -0.586
H: -10.4975 2.2929 -0.2501  0.342
H: -10.7165 2.1465 1.5634  0.367
H: -9.0969 1.7975 0.7669  0.304
H: -9.0313 3.9372 1.8970  0.291
H: -10.5001 4.4235 1.0295  0.281
H: -9.2334 4.3050 -1.1937  0.463
H: -7.7458 3.9176 -0.3329  -0.130
H: -9.6270 7.6780 -0.0003  0.432
H: -10.4470 6.2488 0.4612  0.348
H: -10.1199 6.5981 -1.3455  0.274
H: -8.0152 6.0745 -2.1575  0.553
H: -6.6570 5.5837 -1.0544  -0.436
H: -7.6058 8.5024 -1.2566  0.407
H: -5.9504 7.6972 -1.2142  0.190
H: -7.5279 8.4061 1.2706  0.520
H: -5.9713 7.6036 1.0231  -0.066
H: -8.5360 6.4833 1.9516  0.422
H: -7.0450 5.4932 1.3512  0.372
C: -7.2644 0.4759 5.1385  -1.633
C: -6.0320 0.0464 5.8395  -0.330
C: -5.9438 -1.4451 6.0368  -0.593
C: -4.5051 -1.8628 6.3492  -1.175
P: -4.3677 -3.6331 6.6571  -0.038
C: -4.8325 -4.3947 5.0023  -1.090
C: -4.1598 -3.7847 3.7722  -0.500
C: -4.5136 -4.4941 2.4565  -0.672
C: -4.0277 -5.9436 2.3992  -1.157
C: -2.7064 -4.0258 7.1392  -0.905
C: -2.4860 -5.5651 6.8738  -0.533
C: -1.4304 -6.1792 7.7770  -0.684
C: -1.0967 -7.6567 7.3522  -1.220
C: -5.3889 -4.2317 7.9406  -0.793
C: -4.8784 -3.7099 9.2872  -0.993
C: -6.0065 -3.4476 10.2957  -0.638
C: -5.4893 -2.6369 11.4746  -1.332
H: -7.3439 1.5480 5.0464  0.390
H: -8.1617 0.1125 5.5319  0.432
H: -7.3162 -0.0168 4.1821  0.412
H: -5.9251 0.5921 6.7780  0.343
H: -5.2286 0.2913 5.1518  0.318
H: -6.2980 -1.9323 5.1029  0.261
H: -6.5349 -1.7679 6.8598  0.349
H: -3.9930 -1.3116 7.1923  0.597
H: -3.8906 -1.6697 5.4908  0.641
H: -5.9008 -4.2405 4.9264  0.681
H: -4.6797 -5.4818 5.0156  0.492
H: -3.0978 -3.7526 3.9444  0.423
H: -4.5289 -2.7687 3.6598  0.163
H: -4.0226 -3.9886 1.6016  0.326
H: -5.5608 -4.5033 2.2454  0.392
H: -4.4573 -6.5485 3.2363  0.282
H: -2.9483 -5.9679 2.3104  0.302
H: -4.3758 -6.4653 1.5140  0.396
H: -2.6389 -3.9458 8.2184  0.630
H: -1.8781 -3.3991 6.8595  0.654
H: -2.1825 -5.6580 5.8134  0.461
H: -3.4342 -6.0917 7.1312  0.325
H: -1.7654 -6.1776 8.7595  0.425
H: -0.5052 -5.5354 7.7446  0.322
H: -0.0738 -7.9602 7.6195  0.355
H: -1.2416 -7.8384 6.2644  0.309
H: -1.7760 -8.3852 7.8160  0.326
H: -5.5216 -5.3188 7.8328  0.694
H: -6.4439 -3.8880 7.7491  0.722
H: -4.2800 -2.7794 9.1558  0.517
H: -4.2276 -4.4327 9.7019  0.518
H: -6.4736 -4.3855 10.4862  0.434
H: -6.7570 -2.7984 9.8064  0.326
H: -6.2245 -2.4836 12.2164  0.442
H: -5.2117 -1.6265 11.1124  0.314
H: -4.6179 -3.1503 11.9028  0.313
C: -0.3699 1.2903 -4.2482  -0.927
C: -1.0441 1.2176 -5.5489  -0.781
C: -2.2208 2.1587 -5.6305  -0.710
C: -3.4128 1.7753 -4.7848  -0.508
P: -4.2620 3.2713 -4.3128  -0.091
C: -5.6804 2.8927 -3.2536  -0.018
C: -5.8051 1.3619 -3.1017  -0.668
C: -7.1172 0.9485 -2.3868  -0.385
C: -7.1352 -0.5853 -2.2260  -1.450
C: -3.1019 4.3374 -3.3543  0.474
C: -2.7028 5.6615 -4.0542  -0.288
C: -1.6382 6.4249 -3.2862  -0.315
C: -0.2737 5.7495 -3.2685  -1.299
C: -5.0625 4.1404 -5.8507  -1.376
C: -5.9566 3.0721 -6.5882  -0.311
C: -7.2355 3.6505 -7.2135  -0.594
C: -7.0740 5.0781 -7.7954  -1.201
H: -0.3657 2.3414 -3.8648  0.069
H: 0.6158 0.8726 -4.1352  0.433
H: -0.9133 0.6256 -3.5792  0.281
H: -1.3239 0.1944 -5.8464  0.340
H: -0.3384 1.5840 -6.3127  0.355
H: -2.5838 2.3122 -6.6169  0.497
H: -1.8350 3.1456 -5.3282  0.206
H: -3.0997 1.3013 -3.8368  0.394
H: -4.0105 0.9723 -5.2795  0.451
H: -6.5426 3.3247 -3.8433  0.474
H: -5.7392 3.3477 -2.2697  0.065
H: -4.9743 1.0165 -2.4938  0.483
H: -5.8182 0.8656 -4.1234  0.220
H: -7.8964 1.2806 -3.0235  0.466
H: -7.3016 1.4410 -1.4257  0.079
H: -7.2869 -1.1012 -3.1478  0.364
H: -7.9252 -0.9712 -1.5706  0.408
H: -6.2218 -1.0433 -1.8353  0.328
H: -2.1645 3.8173 -3.1407  0.278
H: -3.6193 4.5420 -2.4043  -0.492
H: -3.6463 6.2603 -4.0609  0.311
H: -2.4477 5.5262 -5.1293  0.368
H: -1.9497 6.5002 -2.2272  -0.031
H: -1.5002 7.4904 -3.6888  0.366
H: 0.1626 5.5312 -4.2793  0.262
H: -0.2940 4.7935 -2.7505  0.273
H: 0.3578 6.3925 -2.6651  0.444
H: -4.2673 4.5714 -6.4124  0.780
H: -5.6805 4.8890 -5.3842  0.678
H: -6.2276 2.2471 -5.8937  0.190
H: -5.3319 2.6058 -7.3189  0.473
H: -7.9706 3.8351 -6.4405  0.225
H: -7.5453 2.8948 -7.9443  0.439
H: -7.0292 5.7773 -6.9787  0.355
H: -7.8813 5.2911 -8.4891  0.384
H: -6.1195 5.3938 -8.3934  0.240
C: 3.3225 -9.4728 -1.8222  -1.101
C: 1.9514 -9.1927 -1.8871  -0.285
C: 1.2070 -9.6800 -3.4442  -0.819
C: 1.4872 -8.4701 -4.2219  -0.327
P: 0.8946 -8.8173 -5.9941  0.536
C: 2.0185 -10.1954 -6.7387  -0.612
C: 1.6389 -11.5688 -6.5582  -1.173
C: 2.6981 -12.6442 -7.5927  -0.534
C: 3.9831 -12.6038 -7.0821  -1.090
C: 1.2125 -7.1669 -6.7808  -0.970
C: 2.7194 -6.9742 -7.1545  -0.780
C: 3.6694 -6.4015 -6.1559  -0.344
C: 3.2493 -5.2110 -5.3609  -1.323
C: -0.7855 -9.5020 -5.8464  -1.007
C: -1.7977 -8.4811 -5.2243  -0.573
C: -2.9144 -9.4673 -4.6271  -0.497
C: -3.9226 -9.9580 -5.5158  -1.511
H: 3.9967 -8.6700 -2.1522  0.282
H: 3.8118 -10.4792 -2.0282  0.277
H: 3.6799 -9.0764 -0.7945  0.331
H: 1.6309 -8.1543 -1.5291  0.248
H: 1.3957 -10.0908 -1.6369  0.331
H: 0.2111 -9.9526 -3.1452  0.314
H: 1.7468 -10.6703 -3.5806  0.048
H: 2.5638 -8.1697 -4.1996  0.141
H: 0.7772 -7.5993 -4.0746  0.565
H: 3.0642 -9.8719 -6.4015  0.399
H: 1.7380 -9.8800 -7.7564  0.527
H: 0.7208 -11.8728 -6.9585  0.476
H: 1.8436 -12.0895 -5.6123  0.294
H: 2.4920 -12.1389 -8.5340  0.315
H: 2.0835 -13.4449 -7.3138  0.423
H: 4.1992 -13.1098 -6.1843  0.385
H: 4.5636 -11.6989 -7.4425  0.273
H: 4.4966 -13.4598 -7.6557  0.373
H: 0.8696 -6.3258 -6.1093  0.454
H: 0.5648 -7.0047 -7.6490  0.529
H: 2.7290 -6.2520 -7.9494  0.465
H: 3.2067 -7.8265 -7.6797  0.321
H: 4.6177 -6.0685 -6.5517  0.478
H: 4.2268 -7.1451 -5.5189  0.302
H: 2.4338 -5.1147 -4.6190  0.263
H: 2.9194 -4.4562 -6.0783  0.382
H: 4.1257 -4.6439 -4.9507  0.374
H: -0.6334 -10.4066 -5.1940  0.537
H: -1.1880 -9.8781 -6.8334  0.616
H: -2.2381 -7.7877 -5.9145  0.576
H: -1.3633 -7.8613 -4.3683  0.226
H: -3.4019 -8.6800 -4.0919  0.357
H: -2.7698 -10.0674 -3.6743  0.382
H: -4.6750 -10.3528 -4.9459  0.463
H: -3.8288 -10.8942 -6.0155  0.376
H: -4.1805 -9.2464 -6.3102  0.309
C: 7.9531 4.1110 7.6621  -0.803
C: 9.2525 3.6218 7.8522  -0.390
C: 8.5643 1.5492 6.4888  -1.342
C: 9.7001 0.8746 6.9599  -0.695
P: 8.9056 -0.7589 5.8357  0.678
C: 8.5564 -0.1857 4.1198  -0.763
C: 8.1260 -1.4955 3.3973  -0.564
C: 7.6924 -1.0469 1.9512  -0.678
C: 8.8518 -0.6211 1.0517  -1.143
C: 10.4171 -1.7342 6.1490  -1.325
C: 10.9425 -1.8590 7.5667  -1.025
C: 12.0402 -2.9909 7.5368  -0.342
C: 12.5370 -3.1783 8.9044  -1.336
C: 7.5344 -1.2427 6.9769  -0.735
C: 7.6992 -2.7815 7.0869  -0.374
C: 6.5017 -3.2747 7.9084  -0.747
C: 5.1294 -2.8440 7.3250  -1.261
H: 7.6297 4.3298 6.6313  0.248
H: 8.3472 5.1069 8.1561  0.312
H: 7.0981 3.8338 8.2556  0.320
H: 9.9708 3.9774 7.0928  0.338
H: 9.5908 3.0657 8.7791  0.280
H: 7.6093 1.4358 6.9720  0.182
H: 8.7302 2.3115 5.7197  0.439
H: 10.6058 1.2793 6.5712  0.380
H: 9.6612 0.4942 8.0032  0.587
H: 9.4605 0.2282 3.7320  0.445
H: 7.7347 0.5339 4.1592  0.507
H: 7.3118 -1.9072 3.9755  0.326
H: 8.8823 -2.2790 3.3753  0.445
H: 6.9930 -0.2306 2.0426  0.374
H: 7.2704 -1.9523 1.5804  0.397
H: 9.4700 0.1480 1.5389  0.319
H: 8.4409 -0.2003 0.1266  0.336
H: 9.3906 -1.4824 0.7580  0.333
H: 10.0338 -2.6848 5.8095  0.637
H: 11.2040 -1.4344 5.4209  0.598
H: 11.2287 -0.8767 7.8950  0.645
H: 10.1905 -2.0181 8.3235  0.452
H: 11.6118 -3.8988 7.1112  0.312
H: 12.7674 -2.6119 6.8016  0.329
H: 12.8876 -2.2164 9.2894  0.324
H: 13.3964 -3.9019 8.9757  0.382
H: 11.7709 -3.6436 9.5188  0.342
H: 6.5704 -0.9804 6.6080  0.374
H: 7.6404 -0.8840 8.0150  0.506
H: 8.6797 -3.1449 7.4170  0.284
H: 7.5124 -3.2281 6.0822  0.198
H: 6.6245 -2.8046 8.9172  0.303
H: 6.5220 -4.3083 8.0695  0.459
H: 4.9817 -1.7780 7.3347  0.353
H: 4.2978 -3.1561 7.8813  0.472
H: 4.9533 -3.2780 6.3587  0.307
C: -3.1067 4.4664 0.7796  -0.865
C: -4.3478 4.9682 0.1037  0.801
O: -4.4247 6.0385 -0.5418  -0.617
O: -5.2839 4.1251 0.0134  -0.795
H: -2.4063 4.0553 0.0508  0.199
H: -3.3554 3.5951 1.4480  0.307
H: -2.6288 5.2846 1.2658  -0.066